Record 1
{
  "formula": "C14H42O7",
  "method": "the ωB97M-V functional and the def2-TZVPD basis",
  "fmax_ev_per_a": 2.98,
  "total_charge": -1,
  "e_tot_ev": -29527.767,
  "homo_energy_ev": [0.71, -7.00],
  "spin_multiplicity": 2,
  "s2": 0.7504,
  "elements": ["C", "C", "O", "H", "H", "H", "H", "H", "H", "C", "C", "O", "H", "H", "H", "H", "H", "H", "C", "C", "O", "H", "H", "H", "H", "H", "H", "C", "C", "O", "H", "H", "H", "H", "H", "H", "C", "C", "O", "H", "H", "H", "H", "H", "H", "C", "C", "O", "H", "H", "H", "H", "H", "H", "C", "C", "O", "H", "H", "H", "H", "H", "H"],
  "positions_angstrom": [[-1.747, -0.996, 3.254], [-0.896, -0.450, 4.442], [-1.531, 0.522, 5.170], [-2.668, -1.260, 3.773], [-1.364, -1.969, 2.945], [-1.854, -0.265, 2.452], [0.079, -0.017, 4.215], [-0.610, -1.338, 5.005], [-2.022, 0.048, 5.845], [-1.706, 1.051, -5.652], [-0.349, 1.244, -4.993], [-0.062, 0.107, -4.165], [-1.996, 1.961, -6.176], [-2.500, 0.892, -4.923], [-1.792, 0.113, -6.200], [-0.501, 2.150, -4.406], [0.434, 1.362, -5.742], [0.227, -0.611, -4.731], [-2.003, 4.275, 2.032], [-1.831, 2.953, 2.752], [-2.610, 2.877, 3.915], [-1.634, 4.162, 1.013], [-1.487, 5.079, 2.558], [-3.018, 4.597, 1.798], [-0.763, 2.753, 2.829], [-2.149, 2.204, 2.026], [-2.182, 2.224, 4.474], [2.876, -2.136, -2.646], [4.149, -1.244, -2.596], [4.566, -1.131, -1.255], [1.975, -1.858, -2.099], [3.166, -3.145, -2.355], [2.471, -2.244, -3.652], [3.956, -0.220, -2.916], [4.966, -1.774, -3.084], [3.854, -0.745, -0.739], [1.763, 1.282, 2.219], [1.904, -0.180, 1.753], [2.254, -0.317, 0.434], [0.947, 1.731, 1.652], [2.720, 1.797, 2.128], [1.419, 1.326, 3.252], [0.969, -0.734, 1.838], [2.579, -0.682, 2.447], [1.636, 0.115, -0.161], [-2.061, 0.542, -0.590], [-0.860, 1.306, -1.062], [0.122, 0.397, -1.471], [-2.370, -0.106, -1.410], [-2.934, 1.177, -0.442], [-2.045, -0.081, 0.304], [-0.556, 2.119, -0.403], [-1.356, 1.810, -1.892], [0.031, 0.516, -2.420], [0.246, -4.351, 0.589], [0.543, -3.068, -0.065], [-0.623, -2.315, -0.293], [1.009, -5.111, 0.424], [-0.641, -4.802, 0.143], [0.136, -4.449, 1.669], [1.216, -3.202, -0.912], [0.975, -2.461, 0.730], [-0.469, -1.429, -0.629]],
  "forces_ev_per_angstrom": [[0.8, 0.2, 1.6], [1.5, -1.6, -2.0], [-1.1, 0.7, 1.5], [-0.6, 0.3, -0.5], [0.3, 0.3, -0.5], [-0.2, -0.3, 0.0], [-0.1, -0.1, -0.8], [-0.2, 0.0, 0.7], [-0.4, 0.5, 0.2], [-0.5, -0.4, 0.3], [-1.2, -0.8, -0.4], [-0.2, 1.6, 0.8], [0.0, -0.1, -0.6], [0.2, 0.3, 0.6], [0.4, 0.3, -0.7], [0.8, -0.1, 0.4], [0.1, 0.2, 0.1], [0.4, -0.8, -0.6], [0.1, 0.3, -0.3], [-0.6, 0.1, -1.7], [0.4, 0.4, 0.3], [0.7, 0.1, 0.0], [0.0, 0.1, -0.2], [-0.4, -0.3, 0.7], [0.2, 0.1, 0.8], [-0.3, -0.5, 0.0], [-0.1, -0.4, 0.3], [0.4, -0.2, -1.1], [-1.6, -0.5, 1.1], [0.9, -0.2, 0.8], [0.5, 0.6, 0.4], [0.0, -0.1, 0.3], [0.3, 0.1, -0.4], [0.1, -0.2, -0.9], [-0.1, 0.4, -0.5], [-0.3, 0.0, 0.3], [-0.5, -0.9, -0.1], [-1.2, 0.5, 1.3], [1.9, -0.1, -1.0], [0.3, 0.4, -0.3], [-0.2, 0.2, -0.2], [0.2, -0.1, 0.2], [-0.5, 0.2, 0.7], [0.5, -0.2, -0.5], [-0.6, 0.2, -0.2], [-1.5, -0.5, 0.6], [-2.0, 0.3, 0.6], [0.5, 0.8, 0.7], [0.1, -0.2, 0.0], [0.0, 0.5, 0.0], [0.7, 0.0, 0.1], [0.6, -0.3, 0.3], [0.8, 0.4, -0.7], [0.9, -1.1, -1.4], [-0.7, -2.7, -0.1], [0.7, 2.0, 1.7], [-1.6, -0.9, -0.6], [0.4, 0.2, -0.4], [-0.3, 0.0, 0.0], [-0.3, 1.0, 0.2], [-0.3, 0.2, 0.0], [1.5, -0.2, -0.4], [0.6, 0.1, -0.3]]
}

Record 2
{
  "formula": "C14H42O7",
  "method": "the ωB97M-V functional and the def2-TZVPD basis",
  "smiles": "CCO.CCO.CCO.CCO.CCO.CCO.CCO",
  "fmax_ev_per_a": 3.19,
  "e_tot_ev": -29528.038,
  "homo_energy_ev": -9.56,
  "elements": ["C", "C", "O", "H", "H", "H", "H", "H", "H", "C", "C", "O", "H", "H", "H", "H", "H", "H", "C", "C", "O", "H", "H", "H", "H", "H", "H", "C", "C", "O", "H", "H", "H", "H", "H", "H", "C", "C", "O", "H", "H", "H", "H", "H", "H", "C", "C", "O", "H", "H", "H", "H", "H", "H", "C", "C", "O", "H", "H", "H", "H", "H", "H"],
  "positions_angstrom": [[-7.010, 19.212, -9.018], [-7.152, 17.864, -8.366], [-7.689, 18.014, -7.059], [-7.710, 20.042, -8.925], [-6.819, 19.015, -10.072], [-6.086, 19.604, -8.595], [-6.242, 17.275, -8.252], [-7.877, 17.294, -8.947], [-7.900, 17.116, -6.794], [-9.090, 13.055, -12.124], [-8.532, 14.177, -11.242], [-9.640, 14.961, -10.686], [-9.623, 13.461, -12.984], [-9.694, 12.272, -11.666], [-8.179, 12.516, -12.387], [-7.862, 14.827, -11.805], [-7.985, 13.692, -10.434], [-9.267, 15.704, -10.205], [-9.019, 11.840, -16.033], [-8.387, 11.558, -17.384], [-9.293, 11.599, -18.483], [-9.582, 12.768, -16.132], [-8.452, 12.016, -15.118], [-9.813, 11.152, -15.742], [-7.896, 10.585, -17.364], [-7.562, 12.271, -17.382], [-9.502, 12.514, -18.682], [-10.408, 11.725, -8.722], [-10.247, 12.984, -7.895], [-10.870, 14.018, -8.523], [-10.018, 11.787, -9.738], [-11.419, 11.329, -8.807], [-9.880, 10.843, -8.361], [-9.184, 13.228, -7.923], [-10.624, 12.910, -6.875], [-10.602, 14.023, -9.445], [-5.900, 9.469, -12.002], [-6.815, 8.282, -11.985], [-6.253, 7.153, -12.543], [-5.179, 9.436, -11.185], [-6.456, 10.399, -11.888], [-5.388, 9.670, -12.942], [-7.627, 8.569, -12.654], [-7.191, 8.058, -10.987], [-7.009, 6.610, -12.781], [-4.871, 13.149, -13.763], [-4.243, 12.955, -12.338], [-5.056, 13.359, -11.301], [-4.175, 12.956, -14.580], [-5.151, 14.198, -13.851], [-5.730, 12.494, -13.906], [-3.336, 13.550, -12.228], [-4.043, 11.908, -12.110], [-4.522, 13.850, -10.672], [-11.337, 17.722, -7.872], [-12.322, 16.923, -6.929], [-11.483, 15.992, -6.203], [-10.887, 17.162, -8.692], [-10.483, 18.040, -7.275], [-11.918, 18.547, -8.284], [-13.065, 16.490, -7.599], [-12.713, 17.674, -6.243], [-11.396, 15.335, -6.898]],
  "forces_ev_per_angstrom": [[2.1, 0.1, -0.2], [-1.8, 0.1, 0.5], [0.0, -0.1, 0.2], [-0.7, -0.8, 0.3], [0.0, 0.3, -0.1], [0.2, 0.4, -0.2], [0.4, 0.3, -0.7], [0.0, -0.4, -0.2], [-0.2, 0.0, 0.5], [0.7, 0.4, 0.0], [-1.5, -0.4, 0.5], [0.8, -0.6, -0.8], [0.2, -0.2, -0.1], [-0.2, 0.5, 0.4], [0.0, 0.0, -0.7], [0.0, -0.1, -0.1], [0.2, 0.2, 0.2], [0.0, 0.1, 0.1], [-2.1, 0.4, 0.3], [0.8, -0.2, 1.2], [0.6, 0.0, 0.6], [0.0, 0.4, -0.1], [0.9, -0.3, -0.5], [0.1, -0.5, -0.2], [-0.3, -0.1, -0.3], [0.1, 0.3, -1.0], [0.0, 0.1, 0.1], [-0.1, -1.8, 0.0], [1.2, -1.3, -0.5], [-2.0, 1.7, 0.0], [0.0, 0.6, 0.0], [-0.3, 0.6, 0.0], [0.4, 0.2, 0.6], [0.5, -0.3, 0.8], [0.1, -0.2, 0.0], [0.1, 0.5, -0.4], [0.6, 0.8, 0.5], [-0.9, 1.3, -0.6], [0.8, -1.3, -0.4], [0.2, 0.0, -0.1], [-0.4, -0.1, 0.5], [0.1, -0.7, -0.1], [-0.7, 0.1, 0.3], [-0.1, 0.3, 0.2], [0.3, -0.4, -0.1], [0.4, 0.2, 1.2], [0.9, -0.5, -1.4], [-1.9, 1.0, 1.2], [0.2, -0.2, 0.3], [-0.3, 0.0, 0.0], [-0.1, 0.1, 0.1], [0.4, -0.3, -0.7], [0.5, -0.2, -0.7], [-0.2, 0.0, 0.0], [-0.8, -0.2, 0.7], [2.8, 1.2, -1.0], [-1.6, 0.2, -0.6], [-0.4, -0.4, -0.1], [-0.2, 0.5, 0.1], [0.4, 0.3, -0.1], [-0.3, -0.4, 0.6], [-0.3, -0.4, 0.1], [0.6, -0.8, 0.0]]
}

Record 3
{
  "formula": "C14H44N2O9",
  "method": "the ωB97M-V functional and the def2-TZVPD basis",
  "smiles": "COCCNCCOC.COCCNCCOC.CO.CO.O.O.O",
  "fmax_ev_per_a": 3.87,
  "e_tot_ev": -36633.782,
  "homo_energy_ev": -8.58,
  "elements": ["C", "O", "C", "C", "N", "C", "C", "O", "C", "H", "H", "H", "H", "H", "H", "H", "H", "H", "H", "H", "H", "H", "H", "H", "C", "O", "C", "C", "N", "C", "C", "O", "C", "H", "H", "H", "H", "H", "H", "H", "H", "H", "H", "H", "H", "H", "H", "H", "C", "O", "H", "H", "H", "H", "C", "O", "H", "H", "H", "H", "O", "H", "H", "O", "H", "H", "O", "H", "H"],
  "positions_angstrom": [[2.452, 1.303, 2.953], [2.972, -0.023, 3.096], [1.933, -0.924, 3.523], [2.372, -2.457, 3.723], [3.236, -2.514, 4.868], [3.646, -3.812, 5.318], [4.702, -4.393, 4.268], [5.728, -3.444, 3.910], [6.587, -3.051, 4.949], [3.207, 1.807, 2.349], [2.305, 1.935, 3.828], [1.522, 1.330, 2.386], [1.216, -1.131, 2.729], [1.532, -0.721, 4.516], [2.775, -2.870, 2.799], [1.451, -2.884, 4.121], [4.082, -2.065, 4.548], [2.849, -4.552, 5.392], [4.111, -3.591, 6.279], [4.305, -4.873, 3.373], [5.151, -5.226, 4.808], [6.046, -2.826, 5.868], [7.121, -2.174, 4.582], [7.308, -3.845, 5.142], [-3.340, 5.013, -1.040], [-4.509, 4.826, -1.847], [-5.365, 3.866, -1.424], [-5.634, 3.154, -2.720], [-4.367, 2.678, -3.339], [-3.878, 1.497, -2.564], [-2.493, 1.065, -3.187], [-2.761, 0.096, -4.192], [-2.795, 0.630, -5.506], [-3.550, 5.144, 0.021], [-2.753, 5.790, -1.529], [-2.701, 4.132, -1.103], [-6.230, 4.337, -0.955], [-4.923, 3.112, -0.772], [-6.104, 3.869, -3.396], [-6.355, 2.341, -2.634], [-3.747, 3.416, -3.035], [-4.643, 0.721, -2.600], [-3.590, 1.703, -1.533], [-1.856, 0.505, -2.503], [-2.005, 1.922, -3.651], [-3.060, -0.225, -6.129], [-1.771, 0.872, -5.791], [-3.584, 1.353, -5.714], [-1.045, -2.994, -2.518], [-2.442, -2.504, -2.483], [-0.237, -2.323, -2.223], [-1.038, -3.860, -1.856], [-0.906, -3.314, -3.551], [-2.415, -1.768, -3.099], [1.426, -0.337, -3.116], [0.590, -0.085, -4.219], [2.209, 0.346, -2.787], [0.922, -0.586, -2.182], [1.947, -1.260, -3.367], [1.044, 0.437, -4.884], [2.711, -0.836, 0.348], [1.830, -0.476, 0.451], [3.180, -0.551, 1.132], [-1.069, 2.579, 0.794], [-0.882, 3.025, 1.620], [-0.804, 3.203, 0.119], [-0.248, -0.057, 0.020], [-0.443, 0.858, 0.223], [-0.924, -0.312, -0.608]],
  "forces_ev_per_angstrom": [[0.8, 0.2, -1.1], [-1.3, -0.1, 1.0], [0.9, -2.9, -0.3], [-0.3, 2.3, 0.9], [0.1, 0.8, 0.0], [1.4, 0.0, -2.0], [0.7, -0.2, 2.0], [-1.4, -0.5, -0.6], [0.1, -0.3, -0.2], [0.0, 0.2, -0.1], [0.1, -0.6, 0.7], [-0.2, -0.3, -0.1], [-0.6, 1.2, -0.1], [-0.2, 0.8, -0.3], [-0.2, -0.3, -0.1], [-0.3, -0.5, -0.9], [0.4, 0.3, 0.4], [-0.2, 0.2, 0.2], [0.1, -0.8, 0.1], [-0.3, 0.8, -0.2], [0.5, -0.3, 0.1], [0.1, 0.2, 0.1], [0.0, 0.0, 0.2], [0.2, -0.1, 0.2], [-0.1, -0.4, -0.9], [2.7, 2.6, 0.8], [-1.1, -1.6, -0.1], [-1.0, -0.6, -1.2], [-0.7, -0.7, 1.7], [1.9, 0.5, -0.9], [-2.1, -1.1, -0.4], [-0.1, 0.3, -0.4], [0.0, -1.7, -0.3], [-0.1, 0.5, 0.0], [-0.3, 0.4, 0.5], [0.0, -0.5, 0.0], [-0.3, -0.3, 0.1], [0.2, 0.3, 0.6], [0.1, 0.1, -0.2], [0.1, -0.2, 0.1], [0.4, 0.3, -0.7], [0.4, -0.2, 0.0], [-0.6, 0.3, 0.5], [0.1, 0.6, 0.4], [0.3, 0.2, 0.4], [0.0, -0.1, -0.1], [-0.1, 0.7, -0.1], [0.4, 0.5, 0.5], [-1.7, -0.7, -0.3], [2.0, 0.1, 0.5], [-0.5, 0.4, 0.1], [0.1, 0.0, -0.1], [0.5, -0.2, 0.1], [-0.5, 0.4, -0.3], [1.2, -1.8, 0.5], [-0.7, 1.0, 0.2], [-0.2, 0.8, -0.7], [-0.7, 0.4, -0.4], [0.4, -0.2, 0.2], [0.2, 0.0, 0.1], [0.2, -0.2, -0.5], [-0.5, 0.0, -0.1], [0.2, 0.0, 0.4], [-0.1, -0.1, -0.1], [0.0, 0.0, 0.3], [0.1, 0.2, -0.3], [0.4, -0.4, 0.0], [-0.2, 0.5, 0.3], [-0.2, -0.3, -0.1]]
}